1.
C32H25AuGeNO2S5 | ωB97M-V/def2-TZVPD

For the HOMO energy (spin up / spin down), the calculation gives -4.524 / -4.697 eV. The charge is -1. Its energy above the lowest of the compared OMol25 structures with the same formula, charge and spin is 172.75 kJ/mol.

Positions of all 67 atoms, in Å:
Au (-1.046, -0.845, 2.672)
S (-4.803, 1.954, -2.357)
C (-4.158, 1.478, -0.920)
S (-4.684, 0.087, -0.046)
C (-3.631, 0.228, 1.351)
C (-2.744, 1.303, 1.305)
S (-1.530, 1.652, 2.428)
S (-2.873, 2.314, -0.122)
S (-3.730, -0.938, 2.563)
O (-0.822, -1.114, 0.404)
C (-0.372, -2.291, 0.545)
O (-0.197, -2.809, 1.680)
C (-0.073, -3.119, -0.693)
C (-0.329, -2.359, -1.995)
Ge (0.871, -0.836, -2.349)
C (2.486, -1.579, -3.207)
C (2.677, -2.947, -3.393)
C (3.844, -3.440, -3.967)
C (4.842, -2.564, -4.373)
C (4.670, -1.196, -4.193)
C (3.507, -0.713, -3.610)
C (-0.069, 0.327, -3.611)
C (-1.236, 0.967, -3.181)
C (-1.944, 1.806, -4.031)
C (-1.492, 2.013, -5.329)
C (-0.338, 1.381, -5.772)
C (0.369, 0.542, -4.917)
C (1.601, 0.276, -0.917)
C (1.309, 1.633, -0.823)
C (1.846, 2.401, 0.203)
C (2.675, 1.819, 1.151)
C (2.983, 0.466, 1.060)
C (2.454, -0.296, 0.029)
H (-0.711, -4.001, -0.607)
H (0.961, -3.468, -0.627)
H (-1.355, -1.989, -1.996)
H (-0.219, -3.016, -2.862)
H (1.907, -3.647, -3.085)
H (3.974, -4.508, -4.097)
H (5.750, -2.945, -4.824)
H (5.448, -0.508, -4.503)
H (3.389, 0.356, -3.458)
H (-1.594, 0.805, -2.166)
H (-2.846, 2.293, -3.679)
H (-2.043, 2.667, -5.994)
H (0.014, 1.541, -6.785)
H (1.269, 0.049, -5.272)
H (0.655, 2.099, -1.552)
H (1.600, 3.454, 0.275)
H (3.070, 2.413, 1.966)
H (3.629, 0.004, 1.798)
H (2.706, -1.351, -0.036)
C (-0.863, -1.199, 4.728)
C (-1.331, -0.018, 5.460)
C (-0.464, 1.042, 5.754)
C (-0.896, 2.147, 6.457)
C (-2.223, 2.230, 6.883)
C (-3.108, 1.200, 6.568)
C (-2.666, 0.096, 5.866)
C (-2.670, 3.363, 7.645)
N (-3.028, 4.264, 8.267)
H (-1.472, -2.089, 4.872)
H (0.203, -1.407, 4.826)
H (0.564, 0.986, 5.412)
H (-0.214, 2.955, 6.687)
H (-4.141, 1.273, 6.884)
H (-3.359, -0.696, 5.609)

Atom charges from the Löwdin analysis, given in e for atoms 1 to 4: number 1, Au, carries 0.7791; number 2, S, carries 0.5591; number 3, C, carries -1.4836; number 4, S, carries 0.8849

***

2.
C16H21ClFN2 | ωB97M-V/def2-TZVPD

For the HOMO energy, the calculation gives -9.920 eV. The charge is +1. Its energy above the lowest of the compared OMol25 structures with the same formula, charge and spin is 0.00 kJ/mol.

Positions of all 41 atoms, in Å:
Cl (-1.157, -6.465, -5.997)
C (-1.936, -4.853, -5.869)
N (-2.594, -4.664, -4.562)
C (-3.739, -5.723, -4.353)
C (-4.388, -5.433, -3.035)
N (-3.813, -4.228, -2.434)
F (-4.350, -2.432, 2.202)
C (-3.896, -3.012, -3.268)
C (-3.205, -3.252, -4.580)
C (-2.370, -4.444, -2.096)
C (-1.586, -4.709, -3.342)
H (-1.170, -4.074, -5.993)
H (-2.716, -4.772, -6.642)
H (-4.416, -5.608, -5.216)
H (-3.264, -6.715, -4.432)
H (-5.457, -5.236, -3.179)
H (-4.176, -6.257, -2.336)
H (-4.955, -2.775, -3.412)
H (-3.334, -2.243, -2.718)
H (-2.354, -2.575, -4.764)
H (-3.867, -3.194, -5.459)
H (-2.045, -3.496, -1.648)
H (-2.327, -5.298, -1.408)
H (-1.079, -5.684, -3.388)
H (-0.837, -3.934, -3.574)
C (-5.530, -3.003, 2.734)
C (-6.387, -1.753, 2.812)
C (-5.975, -1.108, 3.976)
C (-5.108, -1.987, 4.778)
C (-5.138, -3.303, 4.184)
C (-4.203, -4.307, 4.486)
C (-3.035, -3.914, 5.194)
C (-2.884, -2.604, 5.694)
C (-3.921, -1.648, 5.452)
H (-5.780, -3.809, 2.017)
H (-6.747, -1.458, 1.816)
H (-6.034, -0.037, 4.161)
H (-4.237, -5.210, 3.845)
H (-2.113, -4.501, 5.135)
H (-1.966, -2.245, 6.194)
H (-3.738, -0.597, 5.693)

Atom charges from the Löwdin analysis, given in e for atoms 1 to 4: number 1, Cl, carries 0.6731; number 2, C, carries -0.4963; number 3, N, carries -0.2622; number 4, C, carries -0.0676

***

3.
C6H9N2O2 | ωB97M-V/def2-TZVPD

For the HOMO energy, the calculation gives -3.830 eV. The charge is -1. Its energy above the lowest of the compared OMol25 structures with the same formula, charge and spin is 126.94 kJ/mol.

Positions of all 19 atoms, in Å:
C (-0.071, 0.154, 2.560)
C (-0.733, -1.005, 3.387)
O (-1.817, -0.709, 3.933)
O (-0.051, -2.062, 3.398)
H (0.718, -0.288, 1.978)
H (0.141, 1.007, 3.180)
H (-0.863, 0.481, 1.869)
C (0.229, -1.315, -0.501)
C (0.255, -0.170, -1.470)
C (0.896, 0.915, -3.200)
C (-0.475, 0.987, -1.481)
N (1.101, -0.208, -2.549)
N (-0.072, 1.685, -2.591)
H (1.479, 1.233, -4.047)
H (-0.322, -2.118, -0.996)
H (-0.356, -1.077, 0.378)
H (-0.284, 2.619, -2.897)
H (-1.042, 1.422, -0.676)
H (1.266, -1.550, -0.276)

Atom charges from the Löwdin analysis, given in e for atoms 1 to 4: number 1, C, carries -0.0686; number 2, C, carries -0.7970; number 3, O, carries -0.1129; number 4, O, carries -0.1175

***

4.
C28H63BrO3S | ωB97M-V/def2-TZVPD

For the HOMO energy, the calculation gives -9.237 eV. The structure (SMILES) is CCSCOC(=O)OBr.CCCCCC.CCCCCC.CCCCCC.CCCCCC.

Positions of all 96 atoms, in Å:
C (-0.175, -4.161, 5.273)
C (-0.238, -5.699, 5.128)
S (0.902, -6.428, 3.908)
C (2.542, -5.711, 4.097)
O (3.401, -6.299, 5.100)
C (2.783, -6.645, 6.220)
O (2.462, -7.714, 6.470)
O (2.547, -5.576, 7.062)
Br (2.572, -6.103, 8.824)
H (-1.056, -3.748, 4.788)
H (0.721, -3.715, 4.863)
H (-0.289, -3.913, 6.323)
H (-1.231, -6.027, 4.850)
H (-0.022, -6.120, 6.105)
H (3.036, -5.882, 3.150)
H (2.477, -4.629, 4.201)
C (-1.061, 1.471, 1.017)
C (-1.212, 0.052, 0.483)
C (-1.777, -0.932, 1.506)
C (-0.910, -1.139, 2.748)
C (0.515, -1.615, 2.466)
C (0.575, -2.978, 1.783)
H (-0.357, 1.518, 1.849)
H (-0.687, 2.128, 0.229)
H (-2.023, 1.863, 1.356)
H (-0.246, -0.299, 0.108)
H (-1.885, 0.078, -0.379)
H (-1.944, -1.894, 1.013)
H (-2.764, -0.585, 1.827)
H (-1.406, -1.865, 3.400)
H (-0.863, -0.208, 3.321)
H (1.053, -1.675, 3.418)
H (1.048, -0.878, 1.860)
H (0.085, -3.743, 2.389)
H (1.614, -3.283, 1.638)
H (0.098, -2.960, 0.802)
C (4.007, 4.897, 0.370)
C (4.641, 3.584, -0.080)
C (3.656, 2.639, -0.766)
C (2.496, 2.165, 0.111)
C (2.904, 1.452, 1.399)
C (3.683, 0.163, 1.155)
H (3.225, 4.732, 1.114)
H (4.758, 5.547, 0.822)
H (3.569, 5.427, -0.477)
H (5.110, 3.090, 0.776)
H (5.449, 3.809, -0.782)
H (4.205, 1.771, -1.143)
H (3.241, 3.137, -1.648)
H (1.866, 1.493, -0.482)
H (1.862, 3.019, 0.367)
H (1.998, 1.212, 1.962)
H (3.490, 2.121, 2.035)
H (3.098, -0.538, 0.554)
H (3.917, -0.325, 2.103)
H (4.626, 0.351, 0.641)
C (-2.763, 3.051, -3.724)
C (-2.236, 3.711, -2.453)
C (-3.149, 3.516, -1.243)
C (-4.545, 4.126, -1.375)
C (-4.570, 5.628, -1.656)
C (-3.944, 6.462, -0.543)
H (-3.719, 3.479, -4.034)
H (-2.060, 3.192, -4.546)
H (-2.899, 1.977, -3.577)
H (-2.067, 4.776, -2.635)
H (-1.256, 3.283, -2.219)
H (-2.652, 3.929, -0.360)
H (-3.256, 2.443, -1.052)
H (-5.097, 3.929, -0.451)
H (-5.095, 3.610, -2.167)
H (-5.612, 5.937, -1.782)
H (-4.071, 5.846, -2.604)
H (-4.455, 6.291, 0.407)
H (-4.020, 7.526, -0.776)
H (-2.886, 6.231, -0.410)
C (-0.019, 0.206, -3.008)
C (-0.353, -0.082, -4.468)
C (-1.498, -1.079, -4.639)
C (-1.231, -2.475, -4.072)
C (0.002, -3.178, -4.638)
C (-0.085, -3.438, -6.139)
H (0.320, -0.692, -2.488)
H (0.780, 0.947, -2.940)
H (-0.892, 0.599, -2.482)
H (0.542, -0.435, -4.987)
H (-0.637, 0.856, -4.954)
H (-1.742, -1.157, -5.702)
H (-2.395, -0.676, -4.156)
H (-2.111, -3.098, -4.258)
H (-1.133, -2.414, -2.984)
H (0.119, -4.135, -4.123)
H (0.905, -2.600, -4.418)
H (-0.958, -4.049, -6.378)
H (0.802, -3.972, -6.485)
H (-0.150, -2.509, -6.708)

Atom charges from the Löwdin analysis, given in e for atoms 1 to 4: number 1, C, carries -0.1338; number 2, C, carries -0.4957; number 3, S, carries 0.9131; number 4, C, carries -0.4328

***

5.
C6H16B2BrNO4 | ωB97M-V/def2-TZVPD

For the HOMO energy, the calculation gives -9.109 eV. The structure (SMILES) is CB(O)B(Br)CCN.COC(=O)OC.

Positions of all 30 atoms, in Å:
C (4.323, 1.604, 0.058)
B (3.304, 2.573, -0.725)
O (3.614, 2.955, -2.059)
B (1.978, 3.104, 0.124)
Br (2.328, 4.592, 1.419)
C (0.490, 2.558, 0.053)
C (0.341, 1.130, -0.504)
N (1.233, 0.168, 0.130)
H (3.918, 1.360, 1.045)
H (5.254, 2.153, 0.262)
H (4.574, 0.711, -0.517)
H (3.311, 2.305, -2.681)
H (-0.137, 3.213, -0.564)
H (0.022, 2.568, 1.047)
H (0.430, 1.077, -1.591)
H (-0.697, 0.816, -0.294)
H (1.152, -0.735, -0.297)
H (1.094, 0.124, 1.124)
C (-3.757, -0.489, 0.327)
O (-2.687, -1.418, 0.153)
C (-3.040, -2.689, 0.330)
O (-4.135, -3.084, 0.609)
O (-1.960, -3.443, 0.140)
C (-2.197, -4.842, 0.300)
H (-3.346, 0.504, 0.159)
H (-4.548, -0.671, -0.398)
H (-4.151, -0.540, 1.341)
H (-2.928, -5.194, -0.426)
H (-2.531, -5.062, 1.312)
H (-1.251, -5.347, 0.122)

Atom charges from the Löwdin analysis, given in e for atoms 1 to 4: number 1, C, carries -0.0385; number 2, B, carries -0.4622; number 3, O, carries 0.0722; number 4, B, carries -0.5861

***

6.
C39H83BFINO2 | ωB97M-V/def2-TZVPD

For the HOMO energy, the calculation gives -12.036 eV. The charge is +1.

Positions of all 128 atoms, in Å:
C (1.729, 4.071, -2.089)
C (2.116, 5.444, -1.544)
C (3.520, 5.895, -1.967)
C (4.654, 4.871, -1.746)
C (4.616, 4.070, -0.424)
C (4.593, 2.538, -0.620)
C (5.947, 1.898, -0.296)
C (5.910, 0.364, -0.190)
C (6.383, -0.307, -1.477)
C (6.219, -1.821, -1.482)
C (4.756, -2.298, -1.433)
C (4.460, -3.170, -0.205)
C (3.016, -3.136, 0.272)
C (2.017, -3.691, -0.754)
C (0.624, -3.008, -0.734)
C (-0.453, -4.098, -0.819)
C (-1.895, -3.686, -1.134)
C (-2.683, -3.441, 0.180)
C (-3.817, -2.401, 0.025)
C (-3.218, -1.011, 0.401)
I (-3.672, 0.664, -0.863)
C (-3.620, -0.657, 1.844)
C (-5.096, -0.245, 2.013)
C (-4.428, -2.632, -1.351)
C (-5.826, -2.052, -1.620)
C (-6.604, -2.992, -2.540)
F (-7.745, -2.362, -2.990)
N (-3.466, -2.286, -2.449)
C (-2.009, -2.537, -2.118)
C (-1.315, -2.795, -3.458)
B (-1.196, -1.515, -4.386)
O (-2.040, -0.406, -4.277)
O (-0.252, -1.540, -5.361)
H (2.119, 3.264, -1.476)
H (0.640, 3.972, -2.064)
H (2.035, 3.945, -3.127)
H (2.031, 5.484, -0.459)
H (1.404, 6.173, -1.936)
H (3.760, 6.853, -1.505)
H (3.469, 6.093, -3.042)
H (5.588, 5.434, -1.757)
H (4.702, 4.207, -2.609)
H (3.810, 4.397, 0.229)
H (5.543, 4.290, 0.105)
H (3.827, 2.058, -0.006)
H (4.357, 2.295, -1.658)
H (6.310, 2.314, 0.644)
H (6.670, 2.168, -1.070)
H (6.567, 0.040, 0.621)
H (4.896, 0.041, 0.058)
H (5.811, 0.105, -2.315)
H (7.431, -0.059, -1.645)
H (6.800, -2.265, -0.674)
H (6.650, -2.194, -2.413)
H (4.088, -1.431, -1.404)
H (4.518, -2.866, -2.330)
H (4.712, -4.208, -0.446)
H (5.116, -2.895, 0.621)
H (2.924, -3.754, 1.166)
H (2.755, -2.108, 0.534)
H (2.440, -3.628, -1.758)
H (1.878, -4.754, -0.558)
H (0.590, -2.308, -1.567)
H (0.558, -2.452, 0.203)
H (-0.438, -4.658, 0.116)
H (-0.130, -4.799, -1.590)
H (-2.367, -4.548, -1.619)
H (-3.146, -4.385, 0.467)
H (-1.998, -3.153, 0.977)
H (-4.585, -2.669, 0.747)
H (-2.136, -1.112, 0.424)
H (-3.003, 0.161, 2.206)
H (-3.480, -1.555, 2.446)
H (-5.215, 0.836, 2.026)
H (-5.513, -0.641, 2.936)
H (-5.722, -0.614, 1.199)
H (-4.568, -3.714, -1.434)
H (-5.755, -1.077, -2.093)
H (-6.368, -1.971, -0.681)
H (-5.999, -3.262, -3.412)
H (-6.903, -3.890, -1.999)
H (-3.616, -1.338, -2.811)
H (-3.674, -2.914, -3.226)
H (-1.594, -1.614, -1.711)
H (-1.860, -3.561, -4.025)
H (-0.317, -3.207, -3.330)
H (-1.937, 0.031, -3.421)
H (-0.469, -0.894, -6.047)
C (0.711, -3.466, 3.876)
C (2.033, -2.717, 4.023)
C (3.202, -3.619, 4.412)
C (3.056, -4.314, 5.767)
C (2.857, -3.372, 6.954)
C (4.030, -2.423, 7.180)
H (0.399, -3.927, 4.813)
H (-0.086, -2.786, 3.565)
H (0.794, -4.254, 3.122)
H (1.918, -1.910, 4.751)
H (2.270, -2.236, 3.070)
H (4.121, -3.029, 4.401)
H (3.330, -4.387, 3.641)
H (3.949, -4.921, 5.942)
H (2.220, -5.019, 5.730)
H (2.713, -3.976, 7.852)
H (1.937, -2.794, 6.828)
H (4.953, -2.980, 7.350)
H (3.855, -1.794, 8.053)
H (4.186, -1.761, 6.327)
C (-4.610, 4.583, 1.669)
C (-5.500, 4.648, 0.431)
C (-4.713, 4.737, -0.875)
C (-3.838, 5.982, -1.026)
C (-4.589, 7.308, -0.921)
C (-5.643, 7.497, -2.009)
H (-3.999, 5.480, 1.776)
H (-5.212, 4.489, 2.574)
H (-3.938, 3.722, 1.620)
H (-6.187, 5.492, 0.515)
H (-6.124, 3.750, 0.397)
H (-5.413, 4.679, -1.714)
H (-4.073, 3.851, -0.953)
H (-3.333, 5.936, -1.996)
H (-3.044, 5.964, -0.274)
H (-3.862, 8.121, -0.990)
H (-5.056, 7.402, 0.062)
H (-5.190, 7.449, -3.001)
H (-6.128, 8.469, -1.910)
H (-6.423, 6.736, -1.954)

Atom charges from the Löwdin analysis, given in e for atoms 1 to 4: number 1, C, carries -0.1030; number 2, C, carries -0.2680; number 3, C, carries -0.2174; number 4, C, carries -0.1974

***

7.
C7H11NP | ωB97M-V/def2-TZVPD

For the HOMO energy (spin up / spin down), the calculation gives -13.798 / -13.527 eV. The charge is +1. Its energy above the lowest of the compared OMol25 structures with the same formula, charge and spin is 515.12 kJ/mol. The structure (SMILES) is C#P=[N+]1C(=C(C)C)[C@H]1C.

Positions of all 20 atoms, in Å:
C (2.100, 2.251, -0.932)
P (2.536, 1.271, 0.312)
N (0.972, 0.540, 1.113)
C (0.036, -0.172, 0.558)
C (-0.035, -1.379, -0.060)
C (-1.118, -1.674, -0.998)
C (1.002, -2.332, -0.153)
C (-0.424, 1.202, 0.505)
C (-1.416, 1.888, 1.353)
H (1.980, 3.106, -1.668)
H (-1.070, -0.916, -1.813)
H (-2.195, -1.410, -0.633)
H (-1.074, -2.608, -1.391)
H (1.909, -1.913, 0.336)
H (1.412, -2.669, -1.167)
H (0.651, -3.184, 0.437)
H (-0.180, 1.761, -0.372)
H (-0.992, 2.466, 2.111)
H (-2.153, 1.123, 1.661)
H (-1.942, 2.648, 0.802)

Atom charges from the Löwdin analysis, given in e for atoms 1 to 4: number 1, C, carries -0.2264; number 2, P, carries 0.9294; number 3, N, carries -0.0632; number 4, C, carries -0.2794

***

8.
C5H6FN | ωB97M-V/def2-TZVPD

For the HOMO energy, the calculation gives -9.511 eV. Its energy above the lowest of the compared OMol25 structures with the same formula, charge and spin is 268.88 kJ/mol. The structure (SMILES) is C#CC1(F)CNC1.

Positions of all 13 atoms, in Å:
C (2.563, -0.494, 0.009)
C (1.477, 0.046, -0.007)
C (0.162, 0.683, 0.005)
F (0.309, 2.058, -0.024)
C (-0.805, 0.103, 1.048)
N (-1.489, -0.707, 0.011)
C (-0.822, 0.077, -1.047)
H (3.490, -0.971, -0.002)
H (-0.381, -0.406, 1.869)
H (-1.519, 0.912, 1.429)
H (-1.081, -1.640, -0.012)
H (-0.393, -0.504, -1.871)
H (-1.512, 0.843, -1.409)

Atom charges from the Löwdin analysis, given in e for atoms 1 to 4: number 1, C, carries 0.1522; number 2, C, carries -0.0347; number 3, C, carries -0.4617; number 4, F, carries 0.0250

***

How do the records compare in maximum force? In the order shown, they have 0.0156 0.0532 0.0352 0.0936 0.0316 0.0216 0.1056 0.0497 Eh/bohr.